This record from the Open Molecules 2025 dataset describes 3 unconnected molecules or ions with the total composition C19H42NO9. The level of theory is ωB97M-V/def2-TZVPD.

```
71
Properties=species:S:1:pos:R:3:forces:R:3
C -1.517732 2.692550 1.251801 0.3 0.0 0.0
C -0.271733 3.342648 0.617289 -0.5 -0.4 -0.3
C 0.473605 2.447401 -0.390114 0.2 0.5 0.4
O 1.622431 1.872674 0.166005 -0.1 -0.4 -0.4
C 1.336521 0.836796 1.116777 0.3 0.0 0.8
N 1.594293 1.263899 2.429060 0.0 0.0 0.1
C 1.549021 0.144595 3.265385 -0.2 0.3 -1.0
O 2.045539 0.512904 4.577752 -0.2 0.5 0.5
C 1.234079 1.314891 5.282798 -1.1 -0.3 -0.1
C 2.001974 2.354840 6.065515 0.0 -0.5 0.0
O 0.010327 1.242861 5.317912 1.5 0.1 -0.1
H -1.429405 2.686379 2.333509 -0.1 0.0 0.2
H -2.431557 3.207043 0.960972 -0.2 0.1 0.0
H -1.614271 1.658282 0.931206 0.0 -0.1 0.0
H 0.445013 3.584940 1.393177 0.1 0.2 0.1
H -0.582878 4.245384 0.091974 0.1 0.2 0.0
H -0.200264 1.684310 -0.790067 -0.1 -0.1 -0.1
H 0.817881 3.066784 -1.219908 0.1 0.0 -0.1
H 0.279404 0.499207 0.970697 -0.1 0.0 -0.3
H 1.967194 -0.045334 0.849944 0.0 0.0 -0.2
H 0.535291 -0.290364 3.375705 0.0 -0.2 0.3
H 2.220167 -0.674405 2.922394 0.1 -0.2 0.2
H 1.968597 3.264171 5.473869 0.0 0.2 0.0
H 3.039119 2.061909 6.185826 0.1 0.0 0.0
H 1.547185 2.503070 7.038223 -0.2 0.2 0.1
C 4.490651 -5.215414 -2.428492 0.1 0.0 0.0
O 5.019831 -4.269884 -1.532565 -0.2 0.0 0.2
C 4.558523 -2.941078 -1.730463 0.2 0.0 -0.1
C 4.264800 -2.216937 -0.434908 0.0 0.1 0.2
O 3.128239 -2.675749 0.272604 -0.1 0.0 -0.2
C 3.146573 -3.947763 0.886277 -0.1 0.0 0.0
C 4.023371 -4.059235 2.115204 0.1 -0.1 0.1
O 5.408866 -4.007093 1.812518 0.0 0.2 -0.1
C 6.151430 -3.152455 2.654233 0.0 -0.1 0.0
H 5.030753 -5.206407 -3.383428 -0.1 0.0 -0.1
H 4.602810 -6.200841 -1.974987 0.1 0.0 0.0
H 3.426125 -5.041932 -2.617238 0.0 0.0 0.0
H 3.656615 -2.936286 -2.351928 0.0 0.0 0.0
H 5.340640 -2.382742 -2.261864 -0.1 0.1 0.0
H 4.022110 -1.184447 -0.697350 0.0 0.0 0.0
H 5.144825 -2.176405 0.208963 0.1 -0.2 0.0
H 3.356197 -4.746124 0.170439 0.2 0.0 0.0
H 2.119432 -4.092957 1.232134 0.0 0.0 0.0
H 3.812936 -5.025846 2.593357 -0.1 0.0 0.1
H 3.748267 -3.265444 2.816293 0.0 0.1 0.0
H 5.625560 -2.210786 2.836931 0.0 0.0 0.0
H 7.091224 -2.929103 2.149198 0.0 -0.1 0.0
H 6.372203 -3.635167 3.613753 0.0 0.1 0.0
C -5.339791 4.700112 -3.502957 -0.1 0.0 -0.1
O -5.398907 3.330283 -3.827446 0.0 -0.1 0.3
C -4.154199 2.749693 -4.177091 -0.1 0.1 -0.1
C -3.970683 1.370908 -3.581679 0.0 -0.1 -0.1
O -3.768559 1.336806 -2.183995 0.1 -0.1 0.0
C -4.851654 1.581054 -1.305684 0.0 0.2 0.1
C -5.865297 0.463628 -1.199671 -0.2 0.0 0.1
O -6.634611 0.306638 -2.383396 0.2 0.0 -0.2
C -6.793701 -1.028279 -2.803587 -0.1 0.1 0.0
H -5.341642 5.322590 -4.405532 0.1 0.0 0.0
H -6.225087 4.938449 -2.913489 0.0 0.0 0.0
H -4.453792 4.935348 -2.905289 0.0 0.0 0.0
H -3.325026 3.388074 -3.854537 0.0 0.0 0.1
H -4.107803 2.658770 -5.270831 0.1 0.0 0.0
H -3.039386 0.978089 -3.997521 0.0 0.0 0.0
H -4.770651 0.695895 -3.894028 -0.2 0.1 0.0
H -5.334091 2.536901 -1.518967 -0.1 -0.1 -0.2
H -4.387265 1.675558 -0.320981 0.0 0.0 0.0
H -6.549176 0.708068 -0.376893 0.1 0.0 0.1
H -5.347838 -0.466952 -0.946262 0.0 0.0 -0.1
H -5.858003 -1.590411 -2.721595 0.0 0.0 0.0
H -7.092792 -1.010513 -3.851550 -0.1 0.0 0.0
H -7.571825 -1.538042 -2.223403 0.0 -0.1 0.0
```
Forces are in eV/Å.

* total charge: -1
* HOMO-LUMO gap: 0.164 hartree
* E_HOMO: -1.950 eV
* LUMO energy: 0.0922 Ha
* relative energy (zero: lowest compared OMol25 entry of this formula, charge and spin): 0.0 kJ/mol

***

This record from the Open Molecules 2025 dataset describes a molecular structure, C3H3CuLiO3. The level of theory is ωB97M-V/def2-TZVPD.

```
11
Properties=species:S:1:pos:R:3:forces:R:3
H 0.195593 2.839355 -0.284532 1.5 -0.7 2.5
C 0.801339 1.460359 -0.180362 0.1 -2.4 -2.0
C 0.118659 0.140699 -0.073768 0.0 -0.7 0.4
O 1.130371 -0.853983 -0.049526 0.4 0.2 -0.4
C 0.768627 -2.160408 -0.096353 -0.4 -0.7 0.2
O -0.460133 -2.389629 -0.091833 0.1 0.1 -0.1
O 0.424961 2.291419 0.712688 -2.5 3.7 -0.9
Li 0.299630 -4.125851 -0.115826 0.1 0.5 0.0
H -0.569373 0.048645 -0.934276 0.3 0.0 -0.1
H -0.523362 0.039583 0.819461 0.1 0.4 0.2
Cu -2.186317 2.709814 0.294330 0.4 -0.3 0.3
```
Forces are in eV/Å.

* total charge: +1
* HOMO-LUMO gap: 0.155 hartree
* E_HOMO: -11.133 eV
* LUMO energy: -0.2546 Ha
* relative energy (zero: lowest compared OMol25 entry of this formula, charge and spin): 558.8 kJ/mol

***

This record from the Open Molecules 2025 dataset describes a molecular structure, C16H26N6O3RhSSe2. The level of theory is ωB97M-V/def2-TZVPD.

```
55
Properties=species:S:1:pos:R:3:forces:R:3
Rh 0.047162 0.092412 0.281830 -0.2 -0.2 0.6
O 0.691386 -3.330833 3.535537 0.0 0.1 0.0
C 0.124144 -2.031310 3.629805 0.0 -0.1 0.0
C -1.356495 -2.128621 3.312017 -0.1 -0.1 0.0
C -2.013944 -2.976914 4.424371 -0.1 0.0 0.0
O -3.406148 -3.173616 4.238276 0.0 0.0 0.0
C -2.004015 -0.747012 3.352733 0.1 0.0 -0.1
Se -1.317837 0.717271 2.245815 0.0 0.0 -0.3
C -1.619040 -2.868323 1.999106 0.1 0.1 0.1
Se -0.850947 -2.211846 0.334458 -0.1 0.1 -0.1
H 1.622292 -3.287689 3.772569 0.0 0.0 0.0
H 0.589767 -1.349907 2.924931 0.1 0.1 -0.1
H 0.248289 -1.610425 4.635262 0.0 0.0 0.0
H -1.803677 -2.513570 5.394890 0.0 0.0 0.0
H -1.558518 -3.964412 4.421255 0.0 0.0 0.0
H -3.887317 -2.400874 4.548300 0.0 0.0 0.0
H -1.961693 -0.349098 4.369474 0.0 0.0 0.0
H -3.054471 -0.825236 3.073685 0.0 0.0 0.0
H -2.691472 -2.922747 1.816082 0.0 0.0 0.0
H -1.250129 -3.889998 2.077058 0.0 0.0 0.0
C -1.013201 4.328327 -1.701326 0.0 0.0 0.0
C -1.315524 2.899538 -1.332803 -0.2 -0.1 0.1
O -0.802343 2.357806 -0.350816 0.2 0.3 -0.2
N -2.172206 2.245011 -2.137623 0.0 -0.1 -0.1
C -2.535666 0.844012 -1.943393 0.1 0.1 -0.1
C -1.587290 -0.104879 -2.640911 -0.1 0.1 0.1
C -1.944452 -0.759978 -3.808318 0.0 0.0 0.0
C -1.039635 -1.623453 -4.405925 0.0 0.0 0.0
C 0.200404 -1.804446 -3.816737 0.0 0.0 0.0
C 0.476882 -1.120187 -2.647048 -0.1 0.1 0.0
N -0.392272 -0.284979 -2.066406 0.2 -0.2 -0.1
H -0.598374 4.837124 -0.835959 0.0 0.0 0.0
H -1.904613 4.857153 -2.038835 0.0 0.0 0.0
H -0.281799 4.348418 -2.513060 0.0 0.0 0.0
H -2.545409 2.728207 -2.937577 0.0 0.0 0.0
H -3.546824 0.704223 -2.318428 0.0 0.0 0.0
H -2.533611 0.637065 -0.873544 0.0 0.0 0.0
H -2.926235 -0.602084 -4.235777 0.0 0.0 0.0
H -1.302512 -2.152519 -5.312684 0.0 0.0 0.0
H 0.933168 -2.478510 -4.237961 0.0 0.0 0.0
H 1.421180 -1.261305 -2.131469 0.0 0.0 0.0
C 4.356155 2.853419 -2.075863 0.0 0.0 0.0
C 4.287558 1.907282 -0.937600 -0.1 0.0 0.0
N 5.282614 1.479454 -0.238777 -0.1 -0.1 0.1
N 4.718697 0.632534 0.682639 0.2 0.0 0.1
C 3.393125 0.514809 0.576349 0.0 0.1 -0.1
S 2.302984 -0.375547 1.478692 0.1 -0.1 -0.1
N 3.110642 1.334229 -0.476011 -0.1 0.1 -0.1
N 1.802360 1.519661 -0.898016 0.1 0.1 0.0
H 5.391078 3.153747 -2.216704 0.0 0.0 0.0
H 3.754449 3.742712 -1.883854 0.0 0.0 0.0
H 4.001279 2.386359 -2.996107 0.0 0.0 0.0
H 5.300041 0.173174 1.362995 0.0 0.0 0.0
H 1.734547 1.449771 -1.906110 0.0 -0.1 0.0
H 1.427466 2.406598 -0.572484 0.0 0.0 0.0
```
Forces are in eV/Å.

* total charge: +1
* 2S+1: 5
* HOMO-LUMO gap (alpha / beta): 0.262 / 0.236 hartree
* E_HOMO (alpha / beta): -9.569 / -10.437 eV
* LUMO energy (alpha / beta): -0.0896 / -0.1473 Ha
* relative energy (zero: lowest compared OMol25 entry of this formula, charge and spin): 0.0 kJ/mol
* expectation value of S²: 6.026

***

This record from the Open Molecules 2025 dataset describes a molecular structure, C18H15AuBrClN3O7S. The level of theory is ωB97M-V/def2-TZVPD.

```
47
Properties=species:S:1:pos:R:3:forces:R:3
Au -16.167880 1.960870 1.140475 0.0 -0.5 -1.2
Br -17.694443 9.804083 3.178401 0.4 0.9 0.6
C -18.086289 8.016461 2.844750 0.5 -0.9 -0.2
C -17.210964 6.979935 3.240012 -1.2 1.5 -0.6
C -17.510296 5.701963 2.834416 -0.8 0.8 -0.2
C -18.594321 5.515258 1.995688 -0.2 -0.6 -0.2
C -19.391111 6.548062 1.575272 -1.1 -0.1 -1.1
C -19.194675 7.807122 2.029844 0.8 1.4 0.9
N -18.915249 4.221057 1.551276 0.3 -0.4 0.3
C -19.139793 3.393958 2.486890 -0.3 1.0 0.3
C -19.303902 1.976297 2.211216 -0.9 -2.0 1.1
C -18.897022 1.083769 3.231800 0.9 0.5 0.5
C -18.872293 -0.272200 2.947545 0.3 -0.8 0.0
C -19.492459 -0.755360 1.792466 1.0 1.2 -0.2
C -19.940009 0.197808 0.865270 0.1 1.1 1.3
N -19.860805 1.544249 1.070207 0.6 -0.9 -0.1
H -16.338701 7.224919 3.797762 0.5 0.0 0.5
H -16.995070 4.858345 3.186632 0.9 -0.8 0.2
H -20.188848 6.393234 0.859731 -0.1 -0.4 0.1
H -19.802800 8.689210 1.797287 0.1 -0.7 -0.2
H -19.218113 3.755274 3.560425 0.3 -0.6 -1.0
H -18.461451 1.444192 4.209777 -0.5 -0.2 -1.4
H -18.256946 -0.974348 3.553701 -0.9 0.6 -0.1
H -19.405753 -1.800577 1.560051 -0.4 -0.2 -0.3
H -20.361111 -0.081914 -0.070361 -0.3 -0.3 -0.6
N -16.857950 2.114043 -0.873134 -0.3 0.8 0.3
C -17.555214 0.930937 -1.424434 1.7 -0.2 1.6
C -18.680654 1.051573 -2.166985 -0.7 0.8 -1.5
C -19.331843 -0.084580 -2.640036 0.1 0.2 -0.1
C -18.871627 -1.321035 -2.209753 -0.9 0.0 -1.0
C -17.719991 -1.457718 -1.476656 0.0 0.6 1.2
C -17.062397 -0.316000 -1.051199 0.6 -0.5 0.2
S -19.862172 -2.769521 -2.507114 -1.0 0.1 -1.4
O -18.986437 -3.659565 -3.262426 -0.3 0.2 0.3
O -21.056684 -2.297780 -3.240132 1.2 -0.3 0.5
O -20.149319 -3.175942 -1.147255 0.0 -0.4 0.6
H -17.526475 2.874296 -0.724026 -0.2 -0.2 -0.2
H -16.174944 2.504021 -1.537441 -0.2 -0.5 0.5
H -18.995148 2.052807 -2.483485 -0.1 -0.4 0.2
H -20.171472 -0.015623 -3.345052 0.3 -0.1 0.7
H -17.486803 -2.401598 -1.004602 0.2 -0.2 -0.4
H -16.189743 -0.456156 -0.381113 -0.6 0.5 -0.5
O -14.120529 3.463058 2.786935 -0.2 0.7 0.0
Cl -14.882601 2.675422 3.701601 0.7 1.5 1.5
O -14.065507 2.247646 4.793296 -0.5 -0.1 -0.2
O -15.300288 1.488433 2.956489 -0.7 -1.8 -0.6
O -16.092927 3.335144 4.160015 0.9 -0.3 -0.2
```
Forces are in eV/Å.

* total charge: -1
* HOMO-LUMO gap: 0.288 hartree
* E_HOMO: -5.922 eV
* LUMO energy: 0.0705 Ha
* relative energy (zero: lowest compared OMol25 entry of this formula, charge and spin): 0.0 kJ/mol

***

no.,total energy (eV)
1,-40296.94295
2,-54132.57651
3,-176626.55217
4,-134798.80172